[1]
DFT (ωB97M-V/def2-TZVPD) results for a cluster of 2 separate species, C20H26N2O3S in total at a distorted geometry.

Each atom is followed by the atoms it is bonded to, with distances in Å.
Geometry (Å):
1 C -4.4538 -5.1551 1.7529  C2 1.501, H19 1.094, H20 1.097, H21 1.097
2 C -3.2192 -4.3165 1.5899  C1 1.501, C3 1.399, C18 1.397
3 C -2.2149 -4.3421 2.5632  C2 1.399, C4 1.393, H22 1.091
4 C -1.0515 -3.5911 2.4121  C3 1.393, C5 1.399, H23 1.086
5 C -0.8906 -2.7864 1.2796  C4 1.399, S6 1.795, C17 1.397
6 S 0.6546 -1.9160 1.0043  C5 1.795, O7 1.442, O8 1.443, N9 1.723
7 O 1.6970 -2.6193 1.7098  S6 1.442
8 O 0.7744 -1.6736 -0.4135  S6 1.443
9 N 0.3736 -0.4110 1.7946  S6 1.723, C10 1.287
10 C 1.2800 0.5025 1.7687  N9 1.287, C11 1.463, H24 1.103
11 C 1.0810 1.8069 2.4010  C10 1.463, C12 1.416, C16 1.411
12 C 2.1091 2.7804 2.4093  C11 1.416, C13 1.395, H25 1.091
13 C 1.9059 4.0155 3.0257  C12 1.395, C14 1.402, H26 1.092
14 C 0.6762 4.3041 3.6344  C13 1.402, C15 1.404, H27 1.091
15 C -0.3501 3.3463 3.6339  C14 1.404, C16 1.400, H28 1.092
16 C -0.1496 2.1015 3.0245  C11 1.411, C15 1.400, H29 1.092
17 C -1.8878 -2.7468 0.3016  C5 1.397, C18 1.393, H30 1.086
18 C -3.0461 -3.5022 0.4678  C2 1.397, C17 1.393, H31 1.090
19 H -5.1286 -5.0184 0.9031  C1 1.094
20 H -4.1964 -6.2195 1.8209  C1 1.097
21 H -4.9906 -4.8916 2.6727  C1 1.097
22 H -2.3396 -4.9669 3.4492  C3 1.091
23 H -0.2626 -3.6239 3.1578  C4 1.086
24 H 2.2624 0.3408 1.2943  C10 1.103
25 H 3.0599 2.5409 1.9305  C12 1.091
26 H 2.7079 4.7571 3.0326  C13 1.092
27 H 0.5132 5.2717 4.1115  C14 1.091
28 H -1.3101 3.5632 4.1080  C15 1.092
29 H -0.9307 1.3389 3.0180  C16 1.092
30 H -1.7447 -2.1308 -0.5808  C17 1.086
31 H -3.8300 -3.4715 -0.2895  C18 1.090
32 C 3.6493 -0.9159 -2.7139  O33 1.425, H40 1.095, H41 1.108, H42 1.105
33 O 2.3703 -0.3173 -2.5233  C32 1.425, C34 1.406
34 C 2.0418 0.6085 -3.5286  O33 1.406, C35 1.524, H43 1.109, H44 1.109
35 C 0.5964 1.0147 -3.2680  C34 1.524, C36 1.528, N39 1.417, H45 1.109
36 C 0.0991 2.1392 -4.1756  C35 1.528, C37 1.539, H46 1.095, H47 1.092
37 C -0.7786 3.0193 -3.2686  C36 1.539, C38 1.555, H48 1.094, H49 1.095
38 C -0.3289 2.6894 -1.8167  C37 1.555, N39 1.421, H50 1.108, H51 1.108
39 N 0.4901 1.5365 -1.9544  C35 1.417, C38 1.421, H52 1.016
40 H 3.7464 -1.7040 -1.9600  C32 1.095
41 H 3.7675 -1.3538 -3.7243  C32 1.108
42 H 4.4611 -0.1769 -2.5877  C32 1.105
43 H 2.6762 1.5139 -3.4398  C34 1.109
44 H 2.1308 0.1897 -4.5519  C34 1.109
45 H -0.0437 0.1128 -3.3427  C35 1.109
46 H 0.9847 2.7029 -4.4882  C36 1.095
47 H -0.4130 1.7476 -5.0568  C36 1.092
48 H -0.6639 4.0818 -3.5032  C37 1.094
49 H -1.8286 2.7320 -3.3862  C37 1.095
50 H 0.2524 3.5268 -1.3838  C38 1.108
51 H -1.1955 2.5371 -1.1440  C38 1.108
52 H 0.8880 1.0287 -1.1702  N39 1.016

Output
Charge: 0
Structure (SMILES): Cc1ccc(S(=O)(=O)/N=C/c2ccccc2)cc1.COC[C@@H]1CCCN1
LUMO: -0.284 eV
Strongest force on any atom: 1.21 eV Å⁻¹
Kohn-Sham gap: 7.29 eV

***

[2]
DFT (ωB97M-V/def2-TZVPD) results for a cluster of 2 separate species, C20H26N2O4S in total at a distorted geometry.

Each atom is followed by the atoms it is bonded to, with distances in Å.
Geometry (Å):
1 C -3.1800 -5.4914 0.8444  N2 1.462, H13 1.093, H14 1.091, H15 1.092
2 N -2.3123 -4.4645 0.2691  C1 1.462, C3 1.341, H16 1.007
3 C -2.6457 -3.1692 0.1704  N2 1.341, O4 1.225, C5 1.541
4 O -3.7366 -2.7600 0.5476  C3 1.225
5 C -1.5891 -2.2287 -0.4401  C3 1.541, N6 1.483, C10 1.549, H17 1.089
6 N -2.1450 -1.2118 -1.3655  C5 1.483, C7 1.338, H18 1.006
7 C -2.9681 -0.1967 -1.0797  N6 1.338, C8 1.511, O9 1.222
8 C -3.4683 0.5945 -2.2662  C7 1.511, H19 1.089, H20 1.089, H21 1.088
9 O -3.2948 0.1509 0.0453  C7 1.222
10 C -0.6481 -1.6121 0.6244  C5 1.549, C11 1.536, C12 1.536, H22 1.089
11 C -0.0191 -2.6697 1.5443  C10 1.536, H23 1.090, H24 1.090, H25 1.091
12 C 0.5097 -0.8509 -0.0385  C10 1.536, H26 1.090, H27 1.090, H28 1.091
13 H -4.1861 -5.4005 0.4284  C1 1.093
14 H -2.7895 -6.4862 0.6257  C1 1.091
15 H -3.2399 -5.3560 1.9261  C1 1.092
16 H -1.3954 -4.7422 -0.0405  N2 1.007
17 H -0.9550 -2.8664 -1.0538  C5 1.089
18 H -1.9494 -1.3439 -2.3430  N6 1.006
19 H -2.6354 1.1331 -2.7147  C8 1.089
20 H -4.2190 1.3062 -1.9255  C8 1.089
21 H -3.9177 -0.0805 -2.9917  C8 1.088
22 H -1.2074 -0.9181 1.2500  C10 1.089
23 H -0.7903 -3.1518 2.1455  C11 1.090
24 H 0.5173 -3.4146 0.9569  C11 1.090
25 H 0.6785 -2.1893 2.2313  C11 1.091
26 H 0.1208 -0.0088 -0.6109  C12 1.090
27 H 1.0738 -1.5100 -0.6982  C12 1.090
28 H 1.1789 -0.4556 0.7267  C12 1.091
29 O 5.9391 0.6594 -2.3181  C30 1.364, H44 0.970
30 C 5.1534 1.1652 -1.3239  O29 1.364, C31 1.396, C43 1.394
31 C 5.7247 1.6542 -0.1480  C30 1.396, C32 1.399, H45 1.084
32 C 4.9092 2.1593 0.8705  C31 1.399, C33 1.399, H46 1.086
33 C 3.5181 2.1843 0.7266  C32 1.399, S34 1.770, C42 1.405
34 S 2.5616 2.7980 2.0841  C33 1.770, C35 1.761
35 C 0.9558 3.0365 1.4019  S34 1.761, C36 1.400, C41 1.397
36 C 0.7012 4.0929 0.5192  C35 1.400, C37 1.401, H47 1.086
37 C -0.5801 4.2627 -0.0212  C36 1.401, C38 1.395, H48 1.085
38 C -1.6094 3.3870 0.3263  C37 1.395, O39 1.364, C40 1.395
39 O -2.8536 3.5272 -0.2144  C38 1.364, H49 0.975
40 C -1.3594 2.3529 1.2289  C38 1.395, C41 1.396, H50 1.085
41 C -0.0801 2.1698 1.7571  C35 1.397, C40 1.396, H51 1.086
42 C 2.9514 1.6981 -0.4634  C33 1.405, C43 1.400, H52 1.084
43 C 3.7687 1.1899 -1.4795  C30 1.394, C42 1.400, H53 1.085
44 H 6.8730 0.7149 -2.0631  O29 0.970
45 H 6.8004 1.6426 -0.0114  C31 1.084
46 H 5.3554 2.5327 1.7874  C32 1.086
47 H 1.5045 4.7725 0.2502  C36 1.086
48 H -0.7828 5.0716 -0.7147  C37 1.085
49 H -3.3998 2.7664 0.0562  O39 0.975
50 H -2.1555 1.6842 1.5378  C40 1.085
51 H 0.1105 1.3569 2.4512  C41 1.086
52 H 1.8773 1.7034 -0.6109  C42 1.084
53 H 3.3296 0.8114 -2.3964  C43 1.085

Output
Charge: 0
Structure (SMILES): CNC(=O)[C@@H](NC(C)=O)C(C)C.Oc1ccc(Sc2ccc(O)cc2)cc1
LUMO: 0.408 eV
Strongest force on any atom: 1.92 eV Å⁻¹
Kohn-Sham gap: 8.05 eV

***

[3]
DFT (ωB97M-V/def2-TZVPD) results for an isolated molecule of C20H26N4O3.

Each atom is followed by the atoms it is bonded to, with distances in Å.
Geometry (Å):
1 C 1.4437 -0.0064 -5.2766  C2 1.523, H28 1.087, H29 1.088, H30 1.088
2 C 0.3807 -0.2733 -4.2197  C1 1.523, C3 1.536, H31 1.093, H32 1.091
3 C 0.2696 0.9071 -3.2432  C2 1.536, N4 1.448, H33 1.092, H34 1.091
4 N -0.7163 0.6767 -2.2076  C3 1.448, C5 1.453, C8 1.363
5 C -2.1117 0.7241 -2.6093  N4 1.453, C6 1.532, H35 1.091, H36 1.092
6 C -2.7749 1.9948 -2.0682  C5 1.532, C7 1.523, H37 1.092, H38 1.092
7 C -2.9356 1.9660 -0.5544  C6 1.523, H39 1.087, H40 1.088, H41 1.087
8 C -0.3724 -0.1181 -1.1548  N4 1.363, N9 1.316, C17 1.441
9 N -1.1565 -1.1092 -0.7873  C8 1.316, C10 1.345
10 C -0.6894 -2.0331 0.0714  N9 1.345, C11 1.406, C15 1.421
11 C -1.4886 -3.1245 0.4552  C10 1.406, C12 1.370, H42 1.079
12 C -0.9367 -4.1447 1.1840  C11 1.370, C13 1.403, H43 1.080
13 C 0.4121 -4.1113 1.5689  C12 1.403, C14 1.371, H44 1.080
14 C 1.2029 -3.0369 1.2530  C13 1.371, C15 1.403, H45 1.080
15 C 0.6560 -1.9696 0.5250  C10 1.421, C14 1.403, N16 1.350
16 N 1.3362 -0.8152 0.3571  C15 1.350, C17 1.299
17 C 0.8304 0.1146 -0.3966  C8 1.441, N16 1.299, C18 1.524
18 C 1.4375 1.4931 -0.1666  C17 1.524, C19 1.439, C21 1.543, H46 1.095
19 C 1.0342 2.5789 -1.0196  C18 1.439, N20 1.144
20 N 0.7600 3.5047 -1.6323  C19 1.144
21 C 0.9503 1.8136 1.2622  C18 1.543, O22 1.196, O23 1.327
22 O -0.0974 2.3345 1.5113  C21 1.196
23 O 1.8559 1.4062 2.1432  C21 1.327, C24 1.423
24 C 1.4664 1.3914 3.5121  O23 1.423, C25 1.527, H47 1.091, H48 1.094
25 C 0.9061 0.0217 3.8868  C24 1.527, O26 1.405, H49 1.101, H50 1.101
26 O -0.3297 -0.1464 3.2388  C25 1.405, C27 1.403
27 C -1.0173 -1.3002 3.6453  O26 1.403, H51 1.087, H52 1.096, H53 1.098
28 H 1.5146 -0.8448 -5.9650  C1 1.087
29 H 2.4167 0.1412 -4.8133  C1 1.088
30 H 1.1975 0.8871 -5.8457  C1 1.088
31 H 0.6345 -1.1742 -3.6550  C2 1.093
32 H -0.5801 -0.4493 -4.7060  C2 1.091
33 H 0.0018 1.8221 -3.7768  C3 1.092
34 H 1.2515 1.0582 -2.7915  C3 1.091
35 H -2.1743 0.7172 -3.6989  C5 1.091
36 H -2.6216 -0.1597 -2.2202  C5 1.092
37 H -3.7557 2.0930 -2.5388  C6 1.092
38 H -2.1712 2.8586 -2.3530  C6 1.092
39 H -1.9694 1.9559 -0.0575  C7 1.087
40 H -3.4901 1.0820 -0.2467  C7 1.088
41 H -3.4741 2.8480 -0.2167  C7 1.087
42 H -2.5155 -3.1531 0.1253  C11 1.079
43 H -1.5402 -4.9971 1.4601  C12 1.080
44 H 0.8225 -4.9399 2.1277  C13 1.080
45 H 2.2392 -2.9851 1.5515  C14 1.080
46 H 2.5284 1.4043 -0.1492  C18 1.095
47 H 2.3662 1.6076 4.0900  C24 1.091
48 H 0.7008 2.1558 3.6764  C24 1.094
49 H 1.6098 -0.7662 3.5774  C25 1.101
50 H 0.7792 -0.0244 4.9799  C25 1.101
51 H -1.9319 -1.3364 3.0580  C27 1.087
52 H -0.4276 -2.2049 3.4565  C27 1.096
53 H -1.2658 -1.2539 4.7134  C27 1.098

Output
Charge: 0
Structure (SMILES): CCCN(CCC)c1nc2ccccc2nc1[C@@H](C#N)C(=O)OCCOC
LUMO: -0.132 eV
Strongest force on any atom: 0.86 eV Å⁻¹
Kohn-Sham gap: 7.89 eV

***

[4]
DFT (ωB97M-V/def2-TZVPD) results for an isolated molecule of C20H26N4O3S at a distorted geometry.

Each atom is followed by the atoms it is bonded to, with distances in Å.
Geometry (Å):
1 C -1.7460 -3.7307 -6.2852  C2 1.524, H29 1.088, H30 1.088, H31 1.087
2 C -0.4082 -3.8996 -5.5756  C1 1.524, C3 1.527, H32 1.090, H33 1.092
3 C 0.4462 -2.6404 -5.7022  C2 1.527, C4 1.541, H34 1.092, H35 1.094
4 C 1.7658 -2.7016 -4.9096  C3 1.541, C5 1.527, C6 1.485, H36 1.098
5 C 2.6996 -3.8066 -5.3970  C4 1.527, H37 1.087, H38 1.086, H39 1.085
6 C 1.4796 -2.8697 -3.4621  C4 1.485, N7 1.277, S28 1.771
7 N 1.7739 -3.8850 -2.7452  C6 1.277, N8 1.322
8 N 1.4008 -3.8091 -1.4788  N7 1.322, C9 1.293
9 C 0.7991 -2.7065 -1.1741  N8 1.293, N10 1.365, S28 1.759
10 N 0.3276 -2.5079 0.0919  C9 1.365, C11 1.376, H40 1.017
11 C -0.2364 -1.4414 0.7532  N10 1.376, O12 1.207, C13 1.519
12 O -0.6359 -1.6030 1.8811  C11 1.207
13 C -0.3040 -0.1166 0.0133  C11 1.519, C14 1.532, C27 1.534, H41 1.092
14 C 1.0982 0.4759 -0.1625  C13 1.532, C15 1.527, H42 1.089, H43 1.092
15 C 1.2526 1.4580 0.9966  C14 1.527, O16 1.208, N17 1.355
16 O 2.2954 1.9525 1.3537  C15 1.208
17 N 0.0250 1.6667 1.5303  C15 1.355, C18 1.410, C27 1.448
18 C -0.2366 2.5377 2.6080  N17 1.410, C19 1.393, C26 1.388
19 C 0.4347 3.7550 2.7019  C18 1.393, C20 1.377, H44 1.077
20 C 0.1864 4.6048 3.7560  C19 1.377, C21 1.397, H45 1.078
21 C -0.7433 4.2726 4.7436  C20 1.397, O22 1.361, C25 1.391
22 O -0.9239 5.2073 5.7163  C21 1.361, C23 1.413
23 C -1.7429 4.9168 6.8303  O22 1.413, C24 1.526, H46 1.094, H47 1.097
24 C -1.0678 3.9824 7.8303  C23 1.526, H48 1.087, H49 1.087, H50 1.087
25 C -1.4119 3.0569 4.6479  C21 1.391, C26 1.384, H51 1.079
26 C -1.1561 2.2003 3.5916  C18 1.388, C25 1.384, H52 1.079
27 C -1.0311 0.9289 0.8689  C13 1.534, N17 1.448, H53 1.091, H54 1.097
28 S 0.6369 -1.6126 -2.5417  C6 1.771, C9 1.759
29 H -1.5933 -3.5234 -7.3422  C1 1.088
30 H -2.3092 -2.9059 -5.8533  C1 1.088
31 H -2.3412 -4.6360 -6.1959  C1 1.087
32 H 0.1216 -4.7488 -6.0079  C2 1.090
33 H -0.5821 -4.1208 -4.5201  C2 1.092
34 H 0.6832 -2.4675 -6.7538  C3 1.092
35 H -0.1316 -1.7817 -5.3477  C3 1.094
36 H 2.2656 -1.7328 -5.0391  C4 1.098
37 H 2.8515 -3.7168 -6.4696  C5 1.087
38 H 3.6614 -3.7291 -4.8976  C5 1.086
39 H 2.2844 -4.7832 -5.1714  C5 1.085
40 H 0.4246 -3.3382 0.6713  N10 1.017
41 H -0.8149 -0.2708 -0.9394  C13 1.092
42 H 1.9013 -0.2592 -0.1300  C14 1.089
43 H 1.1856 1.0318 -1.0978  C14 1.092
44 H 1.1622 4.0228 1.9537  C19 1.077
45 H 0.7024 5.5480 3.8374  C20 1.078
46 H -1.9201 5.8910 7.2951  C23 1.094
47 H -2.7095 4.5105 6.5065  C23 1.097
48 H -1.7183 3.8305 8.6874  C24 1.087
49 H -0.1324 4.4205 8.1689  C24 1.087
50 H -0.8493 3.0191 7.3760  C24 1.087
51 H -2.1354 2.7544 5.3885  C25 1.079
52 H -1.6704 1.2525 3.5578  C26 1.079
53 H -1.6848 0.4399 1.5932  C27 1.091
54 H -1.6289 1.6082 0.2491  C27 1.097

Output
Charge: 0
Structure (SMILES): CCC[C@H](C)c1nnc(NC(=O)[C@@H]2CC(=O)N(c3ccc(OCC)cc3)C2)s1
LUMO: 0.256 eV
Strongest force on any atom: 1.82 eV Å⁻¹
Kohn-Sham gap: 8.32 eV

***

In the order shown, the computed ΔE to the lowest compared entry with this formula, charge and spin values come out to 311.8, 154.2, 316.2, 181.4 kJ/mol.